Entry 1:
10
Properties=species:S:1:pos:R:3:forces:R:3 method="wB97M-V/def2-TZVPD" de_lowest_kj_mol=320.3 charge=0 total_energy_ha=-4882.4807 gap_ha="0.2952 / 0.2691" spin_multiplicity=1
C 0.1941 -1.2106 -0.3641 0.946 -0.457 -0.580
C -0.9374 1.8540 0.2449 1.442 0.789 -2.027
Se 1.8642 -1.9009 0.2062 -0.037 1.199 -0.985
Se 0.6295 2.2156 1.1034 0.811 0.180 0.713
H -0.4821 -1.8582 0.1116 -1.457 -0.319 0.512
H -0.0232 -0.9724 -1.4150 0.414 0.047 0.605
H -1.8086 1.4553 0.6128 -1.634 -0.859 1.050
H -0.9194 2.2255 -0.7995 -0.075 -0.318 0.890
H 2.6245 -1.0162 -0.7207 0.024 -0.413 0.434
H 0.6365 1.3772 2.3417 -0.434 0.150 -0.611

Entry 2:
51
Properties=species:S:1:pos:R:3:forces:R:3 method="wB97M-V/def2-TZVPD" de_lowest_kj_mol=149.7 charge=0 total_energy_ha=-983.7588 gap_ha=0.3245 smiles="CCCCCCCCC(=O)NCCOc1ccc(OC)cc1" spin_multiplicity=1
C -1.0000 1.9009 -5.4680 0.252 -0.015 0.046
C 0.2221 2.2721 -4.6364 -0.316 0.074 0.103
C -0.1439 3.2058 -3.4846 0.350 0.070 -0.124
C 1.0697 3.7045 -2.7001 -0.252 -0.263 0.138
C 1.7865 2.5981 -1.9295 0.137 0.433 -0.083
C 2.9334 3.1512 -1.0874 0.046 -0.329 -0.093
C 3.7916 2.0600 -0.4489 -0.092 0.161 0.121
C 3.0206 1.1996 0.5527 0.327 -0.035 -0.348
C 2.2502 0.0783 -0.1252 -0.158 0.315 0.502
O 2.5892 -0.4412 -1.1663 0.213 -0.181 -0.323
N 1.1294 -0.2988 0.5455 -0.278 -0.109 0.244
C 0.3890 -1.4807 0.1723 0.087 -0.344 0.167
C 0.8276 -2.6924 1.0086 -0.029 0.129 -0.538
O 0.6039 -2.4979 2.3874 -0.026 0.086 0.279
C -0.6502 -2.6782 2.9067 -0.151 -0.013 0.071
C -1.7715 -3.0915 2.2047 0.451 0.067 -0.130
C -2.9873 -3.2609 2.8539 -0.363 -0.029 0.300
C -3.1026 -3.0149 4.2136 0.080 0.000 -0.099
O -4.2472 -3.1503 4.9454 0.268 0.097 0.124
C -5.4091 -3.5976 4.2928 -0.150 -0.056 -0.088
C -1.9732 -2.5917 4.9183 -0.168 -0.055 -0.084
C -0.7697 -2.4267 4.2759 0.013 -0.024 -0.184
H -1.4565 2.7908 -5.8970 -0.089 0.064 -0.059
H -0.7225 1.2327 -6.2800 -0.070 -0.072 -0.106
H -1.7431 1.4002 -4.8508 -0.122 -0.058 0.026
H 0.6756 1.3620 -4.2420 0.112 -0.015 -0.026
H 0.9590 2.7633 -5.2761 0.106 -0.020 0.011
H -0.8254 2.6887 -2.8046 -0.107 0.011 0.032
H -0.6767 4.0700 -3.8908 -0.102 -0.017 0.004
H 1.7727 4.1781 -3.3897 0.048 0.087 -0.006
H 0.7393 4.4695 -1.9918 0.062 0.082 -0.001
H 2.1871 1.8591 -2.6233 -0.024 -0.113 0.012
H 1.0671 2.0883 -1.2850 -0.091 -0.097 -0.013
H 3.5755 3.7626 -1.7263 -0.011 0.092 0.007
H 2.5327 3.8039 -0.3063 0.006 0.093 0.011
H 4.6369 2.5306 0.0577 0.027 -0.067 -0.007
H 4.1830 1.4033 -1.2282 0.084 0.012 0.036
H 3.7270 0.7151 1.2333 -0.065 -0.007 0.057
H 2.3453 1.8152 1.1495 -0.023 -0.018 0.082
H 0.9892 0.0300 1.4885 0.101 0.113 -0.110
H -0.6782 -1.2871 0.3100 0.065 -0.061 -0.088
H 0.6005 -1.6739 -0.8813 -0.120 -0.016 0.089
H 1.9106 -2.8124 0.9144 -0.148 -0.027 -0.051
H 0.3420 -3.6059 0.6483 0.036 0.019 0.060
H -1.7286 -3.2957 1.1462 0.041 0.002 -0.082
H -3.8351 -3.5870 2.2723 -0.097 -0.024 -0.012
H -5.7243 -2.9020 3.5077 0.019 -0.033 0.014
H -6.1795 -3.6438 5.0610 0.015 -0.014 -0.095
H -5.2703 -4.5942 3.8606 0.000 0.040 -0.002
H -2.0685 -2.4016 5.9753 0.001 0.025 0.139
H 0.1068 -2.1074 4.8170 0.106 0.038 0.078